{"formula": "C24H25N13O3S2Ti", "method": "the ωB97M-V functional and the def2-TZVPD basis", "homo_lumo_gap_ev": 6.14, "e_tot_ha": -3513.205677, "charge": -2, "relative_energy_kcal_mol": 15.3, "homo_ev": -1.95, "species": ["Ti", "N", "C", "C", "O", "N", "C", "C", "O", "O", "H", "H", "H", "H", "H", "H", "S", "C", "N", "C", "C", "N", "C", "C", "C", "C", "C", "C", "C", "C", "S", "C", "C", "C", "C", "C", "C", "C", "H", "H", "H", "H", "H", "H", "H", "H", "H", "H", "H", "H", "H", "H", "H", "H", "H", "H", "N", "C", "N", "N", "N", "N", "C", "N", "N", "N", "N", "H"], "coordinates": [[0.085, 0.843, -0.274], [-0.837, -0.256, -2.025], [-1.299, 0.716, -3.018], [-0.246, 1.817, -3.130], [0.010, 2.302, -4.235], [0.359, 2.085, -1.959], [1.767, 2.457, -2.051], [2.576, 1.190, -1.745], [3.753, 1.092, -2.049], [1.862, 0.287, -1.141], [-1.540, -0.925, -1.728], [-0.045, -0.786, -2.376], [-1.434, 0.279, -4.010], [-2.250, 1.133, -2.688], [2.032, 2.850, -3.033], [2.037, 3.203, -1.300], [-2.256, 0.250, 2.739], [-1.245, 1.573, 2.458], [-0.537, 2.110, 3.488], [0.043, 3.436, 3.424], [-0.649, 4.219, 2.344], [-0.492, 3.520, 1.093], [-0.821, 4.362, -0.034], [0.127, 5.533, -0.138], [-0.299, 6.738, -0.684], [0.577, 7.805, -0.834], [1.897, 7.682, -0.424], [2.327, 6.486, 0.139], [1.452, 5.420, 0.284], [-1.065, 2.173, 1.125], [-2.142, 1.653, -0.133], [-0.334, 1.423, 4.748], [-1.128, 2.024, 5.881], [-0.545, 2.243, 7.124], [-1.281, 2.779, 8.173], [-2.614, 3.113, 7.984], [-3.202, 2.904, 6.741], [-2.468, 2.364, 5.698], [1.119, 3.383, 3.232], [-0.120, 3.918, 4.394], [-0.191, 5.207, 2.268], [-1.717, 4.358, 2.601], [-1.860, 4.733, 0.011], [-0.739, 3.767, -0.944], [-1.332, 6.838, -1.000], [0.227, 8.734, -1.269], [2.585, 8.511, -0.538], [3.354, 6.376, 0.465], [1.781, 4.490, 0.737], [0.736, 1.453, 4.981], [-0.630, 0.384, 4.599], [0.501, 1.995, 7.265], [-0.809, 2.946, 9.134], [-3.191, 3.537, 8.797], [-4.243, 3.162, 6.586], [-2.919, 2.181, 4.729], [1.082, -1.022, 2.599], [0.316, -1.669, 1.662], [-0.072, -2.924, 1.817], [-0.808, -3.177, 0.719], [-0.850, -2.150, -0.042], [-0.135, -1.141, 0.527], [1.736, 0.166, 2.374], [2.705, 0.635, 3.149], [3.059, 1.794, 2.557], [2.340, 2.006, 1.508], [1.472, 0.982, 1.365], [1.406, -1.582, 3.366]], "atomic_forces_ev_per_a": [[-0.677, 0.084, -0.484], [0.134, 0.147, 0.149], [-0.010, -0.015, -0.069], [-0.031, 0.007, 0.044], [0.018, 0.015, 0.024], [0.250, -0.108, 0.178], [-0.065, 0.045, -0.030], [-0.048, -0.072, 0.050], [0.013, -0.044, -0.047], [0.203, -0.054, -0.087], [0.025, 0.014, 0.080], [0.054, -0.037, 0.003], [0.003, 0.019, -0.005], [0.020, 0.024, -0.005], [-0.043, -0.033, 0.013], [-0.018, 0.056, 0.038], [0.058, 0.083, -0.043], [0.009, -0.078, 0.194], [-0.055, -0.106, -0.060], [0.067, 0.071, 0.025], [0.015, 0.064, 0.069], [-0.051, -0.121, 0.036], [-0.002, 0.025, -0.048], [0.031, 0.010, -0.005], [0.004, -0.020, -0.040], [0.000, 0.001, 0.005], [0.007, -0.001, 0.009], [-0.001, 0.021, -0.017], [0.024, -0.006, -0.006], [-0.026, 0.072, -0.087], [0.037, -0.072, 0.010], [0.009, -0.020, -0.010], [-0.017, 0.005, -0.008], [-0.003, -0.010, 0.014], [0.005, -0.003, -0.010], [-0.005, -0.001, 0.002], [-0.012, 0.007, 0.009], [0.028, -0.003, 0.003], [-0.042, 0.009, 0.003], [0.015, 0.000, -0.006], [-0.041, -0.045, 0.019], [0.004, -0.009, 0.008], [-0.002, 0.000, 0.024], [-0.024, 0.018, -0.022], [-0.002, 0.000, -0.004], [0.002, 0.001, 0.000], [0.001, 0.002, -0.002], [0.005, 0.001, 0.001], [0.017, -0.026, -0.058], [0.008, 0.011, -0.012], [0.013, -0.004, 0.014], [0.004, 0.000, 0.003], [0.000, 0.001, 0.003], [-0.001, 0.001, 0.000], [0.000, 0.001, 0.001], [-0.011, 0.001, -0.012], [0.006, -0.003, 0.097], [0.088, -0.084, 0.136], [0.010, 0.032, 0.072], [0.013, -0.053, 0.000], [-0.091, 0.105, -0.168], [-0.036, -0.021, -0.059], [0.060, 0.007, -0.024], [-0.007, 0.004, -0.049], [-0.038, 0.051, 0.076], [0.043, 0.011, -0.060], [0.023, 0.036, 0.139], [0.033, -0.015, -0.016]], "mulliken_charge": [-0.8199, -0.2806, -0.9505, 0.7044, -0.7998, 0.4351, -0.2690, 0.6963, -0.7940, -0.3095, 0.3708, 0.2962, 0.4042, 0.2935, 0.4309, -0.2713, -0.3108, 0.1666, 0.8882, -0.8862, -0.8556, 1.5384, -1.4094, 0.7034, -0.7266, -0.5763, -0.4413, -0.9043, 0.1485, -0.3604, -0.4758, -1.9534, 0.6080, -0.2376, -0.6344, -0.3217, -0.7541, -0.0955, 0.1382, 0.5390, 0.6184, 0.1231, 0.2213, 0.3836, 0.3727, 0.3648, 0.3598, 0.4175, 0.4627, 0.4361, 0.5584, 0.3894, 0.3585, 0.3516, 0.3655, 0.3525, 0.0703, 0.0967, -0.6396, -0.7526, -0.7054, 1.3210, 0.2771, -0.6527, -0.8906, -0.5033, 1.0227, 0.2971]}